1.
# C16H58LiN20O22

C16H58LiN20O22 as an isolated structure in a non-equilibrium geometry (ωB97M-V/def2-TZVPD, OMol25).

Results
- E_HOMO: -2.724 eV
- Charge: -1

Positions of all 117 atoms, in Å:
1 O 5.300 9.311 5.236
2 O -3.614 -6.157 -9.039
3 O -0.464 2.431 -0.372
4 O 9.227 -0.583 1.758
5 O 1.206 8.094 0.489
6 O -2.698 -0.491 -7.828
7 O 9.124 -5.912 -0.460
8 O -0.977 -7.245 0.812
9 O 7.796 -2.109 -3.781
10 O -1.288 0.147 -2.033
11 O 3.786 -2.137 -9.285
12 O 2.687 -1.802 -0.858
13 O -3.038 8.530 -2.403
14 O -2.744 -1.612 6.889
15 O 3.783 3.535 7.990
16 O 5.193 -6.601 -3.532
17 O -4.129 4.521 -5.219
18 O 3.011 -0.083 1.253
19 O -7.841 2.633 2.897
20 O -7.644 -3.665 -3.790
21 O -7.867 1.306 -3.885
22 O -2.967 6.593 5.948
23 N 4.034 1.427 7.366
24 N 3.395 8.448 4.527
25 N 2.097 -3.533 -8.843
26 N 9.919 -7.403 0.940
27 N 4.423 9.754 3.206
28 N -2.925 8.362 4.506
29 N -6.510 -4.001 -1.841
30 N -6.458 4.054 1.863
31 N -2.805 8.707 6.658
32 N 4.695 2.923 6.061
33 N 11.288 -6.592 -0.360
34 N 2.554 -1.887 -7.568
35 N -3.697 0.237 7.727
36 N -4.458 -7.881 -7.949
37 N -5.810 2.056 2.299
38 N -2.573 -7.427 2.264
39 N -3.447 -6.344 -6.901
40 N -8.298 -5.111 -2.167
41 N -1.993 -5.477 1.628
42 N -2.230 0.550 6.325
43 C 4.433 9.190 4.367
44 C -2.844 -0.385 6.977
45 C 10.026 -6.599 0.011
46 C 2.862 -2.526 -8.634
47 C 4.081 2.717 7.184
48 C 0.621 -0.842 -1.345
49 C -3.781 -6.793 -8.019
50 C -7.496 -4.221 -2.698
51 C -1.772 -6.730 1.554
52 C -0.187 0.157 -1.251
53 C 1.850 -0.976 -0.659
54 C -6.773 2.905 2.401
55 C 2.119 0.104 0.491
56 C 1.214 1.355 0.403
57 C -2.926 7.778 5.719
58 C 0.166 1.323 -0.380
59 Li 6.385 -3.006 1.053
60 H 5.115 10.425 2.907
61 H -3.794 4.111 -6.017
62 H -3.310 -5.372 -6.662
63 H -8.131 -5.140 -1.172
64 H -9.140 -5.400 -2.643
65 H -3.516 -7.089 -6.224
66 H -2.483 -0.637 -6.907
67 H 9.880 -0.064 1.288
68 H -6.927 4.897 2.163
69 H 11.582 -5.959 -1.090
70 H -4.463 -8.271 -7.018
71 H 5.031 2.208 5.432
72 H 10.761 -7.667 1.432
73 H 2.373 -4.193 -9.555
74 H 4.753 -5.762 -3.398
75 H -7.615 0.412 -4.115
76 H 8.951 -0.021 2.482
77 H -7.037 1.772 -3.788
78 H 1.265 -3.758 -8.316
79 H -6.647 -4.179 -0.857
80 H 1.407 2.162 1.093
81 H -2.681 9.335 4.623
82 H 1.786 -2.201 -6.993
83 H 3.175 7.968 5.388
84 H -3.782 1.242 7.662
85 H 2.822 8.323 3.705
86 H -3.013 8.404 7.599
87 H 11.805 -7.451 -0.235
88 H -3.169 -7.086 3.005
89 H -1.426 -4.973 0.961
90 H -2.607 9.665 6.409
91 H 0.523 8.580 0.026
92 H -4.975 2.402 1.849
93 H -3.694 4.050 -4.508
94 H 3.936 1.177 8.340
95 H -3.372 9.306 -2.853
96 H 3.196 -1.206 -7.188
97 H 6.846 -2.187 -3.869
98 H -5.744 -3.403 -2.117
99 H 0.964 7.175 0.377
100 H 8.051 -2.863 -3.250
101 H -2.374 -8.417 2.300
102 H -2.890 -5.117 1.920
103 H 3.820 9.336 2.512
104 H -5.946 1.176 2.776
105 H -3.652 -0.420 -7.844
106 H -3.446 7.794 -2.859
107 H 9.018 -7.740 1.249
108 H 4.199 0.856 6.549
109 H 0.260 -1.642 -1.976
110 H -5.573 4.050 1.378
111 H -2.542 7.775 3.779
112 H -2.687 1.444 6.431
113 H -1.536 0.391 5.609
114 H -4.262 -0.393 8.278
115 H 4.929 3.897 5.934
116 H -4.972 -8.164 -8.771
117 H 5.937 -6.580 -2.931

***

2.
# C16H58N12O13

A 13-piece molecular cluster, C16H58N12O13 overall in a non-equilibrium geometry (ωB97M-V/def2-TZVPD, OMol25).

Results
- Relative energy (zero: lowest compared OMol25 entry of this formula, charge and spin): 187.2 kcal per mole
- E_HOMO: -9.143 eV

Positions of all 99 atoms, in Å:
1 O 1.630 3.306 2.184
2 O 0.967 -3.636 2.035
3 O -2.093 0.872 4.183
4 O 1.809 0.507 -5.391
5 O 3.357 -2.803 -2.221
6 O -3.049 0.965 1.235
7 O -4.361 1.803 -1.953
8 O -5.665 -0.607 -0.779
9 O 4.848 -0.874 -0.036
10 O -1.986 -3.226 4.986
11 O 2.435 3.407 -1.290
12 O -0.205 -3.322 -1.248
13 O 0.144 1.411 -0.952
14 N 1.321 -0.504 -0.308
15 N 4.386 1.386 -0.618
16 N -4.760 1.481 2.752
17 N -0.523 -0.011 0.791
18 N -5.239 1.823 0.727
19 N 2.273 -3.764 0.121
20 N 2.720 -2.066 1.443
21 N 0.053 1.273 3.253
22 N -0.222 1.539 5.455
23 N 0.610 0.802 -3.449
24 N 3.576 -0.194 -1.834
25 N 2.582 1.609 -3.474
26 C -1.321 -3.332 -0.387
27 C 2.609 2.491 1.727
28 C 2.034 -3.212 1.283
29 C -4.650 -1.503 -0.281
30 C 2.338 -2.598 -3.243
31 C 3.375 4.285 -1.870
32 C -0.784 1.242 4.274
33 C -2.745 -2.099 3.027
34 C 4.305 0.095 -0.848
35 C 0.313 0.299 -0.179
36 C -2.208 -3.415 3.657
37 C -3.052 1.933 -1.559
38 C -4.339 1.406 1.551
39 C 1.683 1.003 -4.122
40 C -2.656 3.214 -0.811
41 C 3.004 -2.437 -4.576
42 H -4.893 1.769 -0.248
43 H 2.840 -3.343 -0.614
44 H 3.536 -1.828 0.856
45 H -1.533 -2.403 5.090
46 H 1.780 3.879 -0.835
47 H -1.305 -3.696 3.161
48 H -1.373 0.508 0.877
49 H -4.112 1.361 3.523
50 H 1.192 3.736 1.465
51 H -2.570 3.948 -1.680
52 H 4.019 3.648 -2.540
53 H 2.311 2.102 -2.567
54 H -3.714 -1.799 3.410
55 H 0.490 -3.061 -0.648
56 H 2.234 -2.339 -5.310
57 H 3.657 -3.679 -2.464
58 H -1.753 3.283 -0.229
59 H -0.622 -0.931 1.239
60 H 3.599 -3.263 -4.882
61 H 1.940 -0.188 -1.058
62 H -5.722 0.053 -0.144
63 H -1.159 -3.931 0.519
64 H 1.919 -4.705 -0.026
65 H 3.631 -1.183 -2.115
66 H -2.524 1.880 -2.511
67 H -0.274 0.977 2.353
68 H 2.342 1.771 0.947
69 H 2.969 5.004 -2.516
70 H -2.838 1.093 -0.941
71 H 4.973 1.589 0.278
72 H -4.981 -1.921 0.673
73 H -0.772 1.394 6.344
74 H 3.350 3.111 1.307
75 H -0.065 0.185 -3.950
76 H -2.074 -1.284 3.201
77 H -1.625 -2.305 -0.095
78 H -2.825 -2.132 1.960
79 H 2.976 1.921 2.565
80 H 3.684 2.176 -0.845
81 H 4.020 4.733 -1.052
82 H -5.432 2.230 3.065
83 H 0.224 1.172 -2.530
84 H -4.473 1.187 -2.713
85 H 3.600 -1.495 -4.532
86 H -3.639 -1.050 -0.103
87 H 1.721 -1.226 0.348
88 H -4.388 -2.226 -1.057
89 H 1.699 -3.466 -3.210
90 H 3.115 0.492 -2.519
91 H -3.449 3.545 -0.100
92 H 0.752 1.998 3.074
93 H -2.194 -3.834 -0.842
94 H -2.870 -4.212 3.478
95 H 1.664 -1.703 -3.145
96 H 3.496 1.777 -3.925
97 H -6.155 2.243 1.010
98 H 0.758 1.390 5.703
99 H 2.368 -1.494 2.284

***

3.
# C16H60B7Ca2O4

C16H60B7Ca2O4 as an isolated structure in a non-equilibrium geometry (ωB97M-V/def2-TZVPD, OMol25).

Results
- Relative energy (zero: lowest compared OMol25 entry of this formula, charge and spin): 470.6 kcal per mole
- E_HOMO: -1.600 eV
- Charge: -3

Positions of all 89 atoms, in Å:
1 Ca 12.423 10.354 16.553
2 Ca 19.347 8.420 16.695
3 O 21.902 11.089 13.232
4 O 23.526 17.685 17.593
5 O 15.528 16.670 11.288
6 O 11.556 9.647 21.315
7 C 12.469 10.387 22.215
8 C 21.390 11.374 11.883
9 C 23.089 11.834 13.476
10 C 17.074 17.859 10.091
11 C 10.372 9.132 21.873
12 C 11.367 10.889 23.223
13 C 23.792 19.020 17.172
14 C 16.358 16.530 10.155
15 C 10.625 9.572 23.368
16 C 22.110 18.959 18.753
17 C 17.362 18.163 11.546
18 C 23.095 12.853 12.361
19 C 16.139 17.626 12.204
20 C 22.439 12.152 11.161
21 C 22.540 19.832 17.559
22 C 22.262 17.584 18.167
23 B 9.403 13.404 16.737
24 B 16.646 5.571 12.540
25 B 21.698 9.886 20.388
26 B 12.888 10.896 12.264
27 B 16.683 5.206 18.700
28 B 11.366 6.562 15.558
29 B 16.501 11.213 16.825
30 H 12.651 11.611 13.037
31 H 20.976 10.476 11.426
32 H 16.436 5.232 17.650
33 H 17.141 15.786 10.302
34 H 22.001 12.822 10.421
35 H 9.222 12.342 16.809
36 H 23.843 19.090 16.085
37 H 13.182 9.624 22.527
38 H 16.482 17.069 13.076
39 H 20.485 11.964 12.027
40 H 16.113 10.512 17.548
41 H 21.849 10.106 19.343
42 H 11.754 11.161 24.205
43 H 21.801 19.716 16.767
44 H 17.638 5.679 18.866
45 H 22.521 13.749 12.596
46 H 24.668 19.367 17.719
47 H 24.028 13.368 12.131
48 H 18.229 17.584 11.866
49 H 15.778 12.014 16.778
50 H 23.947 11.161 13.457
51 H 10.198 8.057 21.931
52 H 22.920 20.824 17.806
53 H 15.868 16.373 9.194
54 H 17.536 19.233 11.662
55 H 16.651 4.155 18.942
56 H 10.637 11.589 22.816
57 H 10.718 7.159 14.936
58 H 21.499 17.382 17.416
59 H 13.024 11.236 21.816
60 H 22.332 16.705 18.809
61 H 21.846 10.722 21.054
62 H 11.091 5.532 15.392
63 H 9.694 9.580 23.936
64 H 22.612 19.199 19.690
65 H 17.481 11.600 17.058
66 H 9.720 13.698 15.748
67 H 17.393 4.815 12.351
68 H 16.034 5.816 19.309
69 H 15.360 18.367 12.383
70 H 23.001 12.429 14.385
71 H 16.574 10.656 15.905
72 H 11.954 10.459 11.946
73 H 17.991 17.860 9.503
74 H 16.378 18.560 9.630
75 H 13.414 10.056 12.689
76 H 23.093 11.549 10.530
77 H 22.263 9.010 20.667
78 H 12.388 6.840 15.352
79 H 11.166 6.750 16.602
80 H 21.067 19.130 19.019
81 H 16.572 6.253 11.707
82 H 16.993 6.114 13.405
83 H 10.250 13.592 17.379
84 H 11.341 8.844 23.752
85 H 8.589 14.029 17.067
86 H 9.458 9.560 21.461
87 H 15.717 5.100 12.820
88 H 20.645 9.648 20.391
89 H 13.341 11.267 11.358